[1]
Computed, not measured: a cluster of 5 separate species, C30H51Br2F3O12 in total, with ωB97M-V/def2-TZVPD.

Values from the calculation:
**Energy relative to the best compared isomer or geometry (same formula, charge and spin)**: 0.0 kcal per mole
**Largest force on an atom**: 0.36 eV/Å
**Multiplicity**: 1
**Structure (SMILES)**: CC(=O)OCCC1=C(C(F)(F)F)C(=O)C=C(/C(Br)=C(\C)Br)C1=O.COCCOC.COCCOC.COCCOC.COCCOC

Last column: Löwdin charge in e.
CARTESIAN COORDINATES (ANGSTROEM)
1 C 5.8995 0.8089 1.2225  0.03
2 C 5.2821 1.2082 -0.0920  -0.52
3 O 5.7028 0.8799 -1.1626  0.13
4 O 4.1636 2.0023 0.0215  -0.04
5 C 2.9214 1.3436 -0.2490  -0.13
6 C 2.0138 2.2493 -1.1042  -0.06
7 C 0.7063 2.5630 -0.4255  -0.04
8 C 0.4730 3.3845 0.6073  0.04
9 C 1.5822 4.1364 1.3122  -0.56
10 F 1.1568 5.1659 2.0340  0.17
11 F 2.2337 3.3038 2.1548  0.15
12 F 2.4948 4.5952 0.4441  0.15
13 C -0.9421 3.5347 1.1072  -0.30
14 O -1.3876 4.5630 1.5467  0.14
15 C -1.7838 2.3071 0.9976  0.09
16 C -1.5682 1.4651 -0.0070  -0.21
17 C -2.2542 0.1778 -0.2024  -0.67
18 Br -0.9932 -1.2306 -0.2566  0.87
19 C -3.5645 -0.0024 -0.3259  -0.73
20 C -4.5910 1.0882 -0.3628  -0.10
21 Br -4.2615 -1.7469 -0.4602  0.80
22 C -0.4895 1.8303 -0.9842  -0.32
23 O -0.5758 1.5556 -2.1521  0.14
24 H 6.9744 0.9832 1.1889  0.09
25 H 5.7305 -0.2624 1.3574  0.09
26 H 5.4478 1.3433 2.0553  0.08
27 H 2.4516 1.1054 0.7102  0.12
28 H 3.1204 0.4134 -0.7854  0.13
29 H 2.5590 3.1571 -1.3590  0.11
30 H 1.7801 1.7469 -2.0422  0.12
31 H -2.5658 2.1599 1.7340  0.14
32 H -5.3607 0.8446 -1.0956  0.08
33 H -4.1297 2.0369 -0.6391  0.09
34 H -5.0875 1.1818 0.6072  0.07
35 C 6.7100 5.6391 -3.2472  -0.11
36 O 5.8596 6.1281 -4.2686  -0.19
37 C 4.9620 5.1577 -4.7745  -0.21
38 C 3.5844 5.2701 -4.1571  -0.20
39 O 3.6032 5.0209 -2.7634  -0.20
40 C 3.5969 6.1895 -1.9632  -0.11
41 H 7.1688 6.5024 -2.7679  0.09
42 H 6.1565 5.0657 -2.5002  0.08
43 H 7.4998 5.0067 -3.6668  0.09
44 H 5.3584 4.1494 -4.6121  0.13
45 H 4.8755 5.3173 -5.8534  0.13
46 H 2.9327 4.5222 -4.6191  0.13
47 H 3.1623 6.2600 -4.3619  0.13
48 H 2.5880 6.6133 -1.9063  0.09
49 H 4.2831 6.9525 -2.3374  0.09
50 H 3.9073 5.8962 -0.9631  0.08
51 C -2.0828 -4.0547 -2.6524  -0.13
52 O -1.1096 -4.5933 -1.7738  -0.22
53 C -1.1274 -6.0072 -1.6967  -0.21
54 C -0.0697 -6.6469 -2.5714  -0.21
55 O -0.2787 -6.3928 -3.9477  -0.19
56 C 0.5040 -5.3302 -4.4597  -0.11
57 H -1.8022 -3.0219 -2.8541  0.07
58 H -2.1314 -4.6036 -3.5953  0.09
59 H -3.0736 -4.0565 -2.1849  0.06
60 H -2.1167 -6.3921 -1.9669  0.13
61 H -0.9320 -6.2830 -0.6556  0.12
62 H -0.1065 -7.7308 -2.4273  0.13
63 H 0.9237 -6.2995 -2.2654  0.12
64 H 1.5449 -5.6431 -4.5962  0.09
65 H 0.4774 -4.4566 -3.8043  0.08
66 H 0.0890 -5.0604 -5.4293  0.09
67 C -5.5368 -0.5148 3.0881  -0.10
68 O -6.4352 0.1937 2.2505  -0.22
69 C -7.3389 -0.6406 1.5406  -0.22
70 C -8.6869 -0.7417 2.2220  -0.20
71 O -8.6061 -1.3584 3.4932  -0.19
72 C -8.5958 -0.4451 4.5744  -0.11
73 H -5.0860 0.2108 3.7641  0.09
74 H -6.0520 -1.2768 3.6760  0.09
75 H -4.7476 -0.9952 2.4991  0.06
76 H -6.9075 -1.6377 1.4082  0.11
77 H -7.4793 -0.2017 0.5481  0.12
78 H -9.3436 -1.3567 1.5993  0.13
79 H -9.1375 0.2532 2.3073  0.13
80 H -9.5972 -0.0380 4.7510  0.09
81 H -7.9023 0.3809 4.3995  0.08
82 H -8.2799 -0.9945 5.4595  0.09
83 C 2.1221 -3.9992 1.1866  -0.10
84 O 2.3309 -2.7210 1.7626  -0.20
85 C 1.2341 -2.2620 2.5343  -0.23
86 C 1.4345 -2.4684 4.0198  -0.20
87 O 1.5193 -3.8373 4.3700  -0.19
88 C 2.8447 -4.3064 4.5297  -0.11
89 H 3.0871 -4.3546 0.8287  0.09
90 H 1.7279 -4.7089 1.9177  0.09
91 H 1.4292 -3.9389 0.3392  0.08
92 H 0.3098 -2.7494 2.2069  0.11
93 H 1.1290 -1.1889 2.3429  0.11
94 H 0.5739 -2.0469 4.5479  0.13
95 H 2.3304 -1.9320 4.3527  0.13
96 H 3.2713 -3.9572 5.4764  0.09
97 H 3.4888 -3.9838 3.7083  0.08
98 H 2.8038 -5.3942 4.5441  0.09

Atoms 1-6, force components in eV/Å:
C 0.0 0.2 0.0
C 0.0 0.1 -0.2
O -0.1 -0.1 0.1
O 0.1 -0.2 0.3
C 0.0 0.0 -0.2
C 0.0 0.0 0.0


[2]
Computed, not measured: a structure of composition C30H51BrCaN4P2, with ωB97M-V/def2-TZVPD.

Values from the calculation:
**Energy relative to the best compared isomer or geometry (same formula, charge and spin)**: 5.2 kcal per mole
**Largest force on an atom**: 5.54 eV/Å
**Total charge**: +2
**Multiplicity**: 1

Last column: Löwdin charge in e.
CARTESIAN COORDINATES (ANGSTROEM)
1 C -1.9105 5.7770 -2.0045  -0.01
2 C -2.1336 4.4373 -2.3500  -0.24
3 C -2.5126 4.1171 -3.6686  0.00
4 C -2.6939 5.1829 -4.5818  -0.11
5 N -2.4589 6.4276 -4.2206  0.07
6 C -2.0707 6.7574 -2.9963  -0.10
7 C -1.8048 3.3666 -1.3929  -0.06
8 C -0.7770 2.6665 -1.1391  -0.12
9 C 0.3975 1.9158 -1.2562  -0.26
10 C 1.5755 2.1886 -0.5099  0.00
11 C 2.4014 1.1266 -0.1809  -0.08
12 C 2.1528 -0.1653 -0.7048  -0.32
13 C 1.3080 -0.2410 -1.8384  -0.11
14 C 0.3767 0.7552 -2.0716  -0.03
15 Ca -2.3856 1.7540 0.2472  1.28
16 P 3.0873 -1.6357 -0.1590  1.03
17 H -2.5600 3.0774 -4.0007  0.11
18 H -1.5321 6.0490 -1.0095  0.12
19 H -2.9934 4.9954 -5.6188  0.12
20 H -1.8597 7.8053 -2.7866  0.12
21 H -0.4191 0.6346 -2.8261  0.13
22 H 1.7536 3.2165 -0.1488  0.14
23 H 1.3655 -1.0472 -2.5729  0.11
24 H 3.2407 1.3170 0.4844  0.11
25 C 2.3185 -2.5443 1.2172  -0.34
26 C 2.4303 -4.0786 1.3505  -0.10
27 H 1.2530 -2.2580 1.1840  -0.05
28 H 2.7074 -2.0734 2.1380  0.10
29 H 1.9483 -4.3768 2.2997  0.09
30 H 1.9170 -4.6005 0.5300  0.07
31 H 3.4721 -4.4388 1.4093  0.07
32 C 3.3420 -2.6058 -1.6623  -0.31
33 C 4.0302 -1.8332 -2.7974  -0.10
34 H 2.3465 -2.9806 -1.9654  0.09
35 H 3.9358 -3.4885 -1.3714  0.11
36 H 4.2649 -2.5226 -3.6191  0.10
37 H 3.3733 -1.0644 -3.2118  0.06
38 H 4.9606 -1.3460 -2.4701  0.08
39 C 4.6429 -0.9782 0.4604  -0.34
40 C 5.6581 -2.0850 0.7331  -0.11
41 H 4.3860 -0.4152 1.3755  0.10
42 H 5.0065 -0.2528 -0.2858  0.10
43 H 6.5690 -1.6169 1.1194  0.09
44 H 5.2895 -2.7954 1.4880  0.08
45 H 5.9201 -2.6290 -0.1871  0.08
46 Br -0.4221 -0.5618 0.9673  0.21
47 P -2.8290 -2.4493 -1.6458  0.97
48 C -1.0635 -2.9492 -1.6567  -0.46
49 C -0.8498 -4.4470 -1.9217  -0.15
50 H -0.6490 -2.6302 -0.6874  -0.02
51 H -0.5561 -2.3655 -2.4363  0.06
52 H 0.2242 -4.6820 -1.9360  0.05
53 H -1.3249 -5.0706 -1.1542  0.07
54 H -1.2639 -4.7347 -2.8986  0.07
55 C -3.3612 -2.5375 0.1037  -0.46
56 C -4.6780 -3.3221 0.2161  -0.17
57 H -3.4638 -1.5099 0.4820  0.03
58 H -2.5575 -3.0289 0.6726  0.07
59 H -4.9939 -3.3944 1.2592  0.07
60 H -5.4759 -2.8152 -0.3341  0.07
61 H -4.5808 -4.3396 -0.1785  0.07
62 C -2.8492 -0.7357 -2.2875  -0.46
63 C -3.1501 -0.8214 -3.7947  -0.17
64 H -1.8834 -0.2543 -2.0823  0.01
65 H -3.6457 -0.1834 -1.7621  0.06
66 H -3.3968 0.1594 -4.2126  0.06
67 H -2.2964 -1.2201 -4.3571  0.07
68 H -4.0044 -1.4874 -3.9784  0.07
69 C 1.6039 2.7614 3.1737  -0.04
70 N 0.4898 2.2664 3.9617  -0.14
71 C 0.6997 2.1994 5.3940  -0.05
72 C -0.7290 2.0767 3.3802  -0.46
73 N -1.0418 2.5569 2.1827  -0.02
74 N -1.6605 1.3454 4.0630  -0.13
75 C -1.2495 0.1979 4.8608  -0.05
76 C -2.9234 1.1661 3.3618  -0.10
77 H 2.4798 2.8492 3.8222  0.10
78 H 1.3887 3.7557 2.7477  0.10
79 H 1.8435 2.0545 2.3603  0.07
80 H -0.2029 2.4741 5.9445  0.10
81 H 1.0363 1.2039 5.7050  0.09
82 H 1.5006 2.8995 5.6544  0.10
83 H -0.2514 3.0775 1.7939  0.02
84 H -1.1004 0.4702 5.9084  0.08
85 H -2.0572 -0.5422 4.8499  0.10
86 H -0.3464 -0.2872 4.4574  0.09
87 H -3.2145 2.1193 2.8961  0.07
88 H -2.8264 0.3711 2.5909  0.04
89 H -3.6866 0.8705 4.0860  0.11

Atoms 1-6, force components in eV/Å:
C 0.2 0.2 0.2
C -0.6 0.7 -0.6
C 0.1 0.3 0.0
C 0.4 -1.0 1.0
N -0.2 1.1 -0.6
C 0.0 -1.2 0.4